Record 1
# C16H40B2MgO8S4

A structure of composition C16H40B2MgO8S4 (ωB97M-V with the def2-TZVPD basis set, the Open Molecules 2025 dataset).

Cartesian coordinates (Å):
1 Mg 0.12 0.79 -0.28
2 B 1.62 2.36 -1.09
3 H 1.95 1.63 -0.29
4 H 1.65 3.46 -0.71
5 H 2.20 2.19 -2.07
6 H 0.52 2.19 -1.33
7 B -1.51 1.83 0.68
8 H -0.62 2.40 0.29
9 H -1.22 0.85 1.16
10 H -2.08 2.50 1.43
11 H -2.19 1.57 -0.23
12 C -3.64 0.67 -4.06
13 C -3.30 -0.81 -3.84
14 C -1.78 -0.97 -4.07
15 S -1.07 0.55 -3.35
16 O 0.00 0.99 -4.22
17 O -0.90 0.40 -1.91
18 C -2.52 1.61 -3.59
19 H -4.49 0.98 -3.44
20 H -3.99 0.92 -5.05
21 H -3.77 -1.38 -4.64
22 H -3.62 -1.19 -2.88
23 H -1.54 -1.07 -5.13
24 H -1.18 -1.78 -3.65
25 H -2.20 2.30 -4.37
26 H -2.67 2.22 -2.70
27 C 0.78 1.46 5.10
28 C 0.40 2.57 4.13
29 C 1.50 2.64 3.06
30 S 1.84 0.86 2.71
31 O 3.24 0.52 2.76
32 O 1.09 0.50 1.51
33 C 1.06 0.25 4.23
34 H -0.10 1.17 5.68
35 H 1.65 1.72 5.70
36 H 0.29 3.57 4.55
37 H -0.57 2.35 3.68
38 H 2.36 3.13 3.54
39 H 1.35 3.18 2.13
40 H 1.75 -0.51 4.59
41 H 0.16 -0.24 3.85
42 C 4.99 -0.33 -1.60
43 C 4.59 -0.61 -0.14
44 C 3.77 -1.88 -0.17
45 S 2.53 -1.56 -1.46
46 O 1.56 -0.57 -1.11
47 O 2.20 -2.81 -2.07
48 C 3.77 -0.62 -2.50
49 H 5.80 -0.99 -1.91
50 H 5.31 0.71 -1.67
51 H 3.95 0.17 0.30
52 H 5.40 -0.69 0.59
53 H 3.35 -2.24 0.76
54 H 4.34 -2.68 -0.64
55 H 3.28 0.26 -2.90
56 H 3.92 -1.28 -3.36
57 C -2.90 -2.42 2.61
58 C -3.91 -2.20 1.49
59 C -3.21 -1.42 0.39
60 S -1.57 -2.15 0.29
61 O -0.65 -1.03 0.25
62 O -1.51 -3.21 -0.70
63 C -1.58 -2.93 1.98
64 H -3.21 -3.17 3.34
65 H -2.73 -1.47 3.11
66 H -4.84 -1.78 1.87
67 H -4.16 -3.17 1.05
68 H -3.03 -0.35 0.56
69 H -3.70 -1.41 -0.58
70 H -0.70 -2.55 2.48
71 H -1.63 -4.01 1.86

Strongest force on any atom ... 3.7 eV Å⁻¹
2S+1 ... 1
Energy above the lowest of the compared OMol25 structures with the same formula, charge and spin ... 42.1 kJ/mol
HOMO level ... -8.6 eV

=====

Record 2
# C6H4N4O2

The molecule C6H4N4O2 (ωB97M-V with the def2-TZVPD basis set, the Open Molecules 2025 dataset).

Cartesian coordinates (Å):
1 O -2.34 -1.93 2.76
2 C -1.43 -1.83 1.97
3 N -0.76 -2.73 1.27
4 N -0.22 -2.22 0.16
5 C -0.24 -0.99 0.36
6 C 0.29 0.21 -0.36
7 C -0.13 1.50 0.11
8 N 0.24 2.60 -0.47
9 C 1.21 2.42 -1.50
10 C 1.46 1.21 -1.96
11 N 1.01 0.08 -1.45
12 O -0.77 -0.71 1.56
13 H -1.11 -3.67 1.15
14 H -0.90 1.63 0.98
15 H 1.53 3.37 -1.83
16 H 2.18 1.07 -2.76

Strongest force on any atom ... 5.7 eV Å⁻¹
2S+1 ... 1
Energy above the lowest of the compared OMol25 structures with the same formula, charge and spin ... 199.2 kJ/mol
HOMO level ... -9.7 eV

=====

Record 3
# C21H13BrN2O4S

The molecule C21H13BrN2O4S (ωB97M-V with the def2-TZVPD basis set, the Open Molecules 2025 dataset).

Cartesian coordinates (Å):
1 O 0.86 2.33 -1.05
2 C 0.37 1.26 -0.70
3 N -0.93 1.21 -0.29
4 C -1.20 0.01 0.28
5 C -0.06 -0.90 -0.09
6 O -0.02 -2.01 -0.41
7 N 0.86 -0.06 -0.66
8 S 2.45 0.04 0.08
9 O 2.74 -1.24 0.72
10 O 2.57 1.12 1.11
11 C 3.56 0.64 -1.30
12 C 3.44 0.09 -2.58
13 C 4.37 0.26 -3.62
14 C 5.38 1.08 -3.44
15 Br 6.59 1.23 -4.84
16 C 5.54 1.74 -2.14
17 C 4.65 1.48 -1.10
18 C -1.58 0.11 1.70
19 C -0.68 0.69 2.59
20 C -1.06 0.91 3.97
21 C -2.17 0.22 4.44
22 C -3.08 -0.43 3.55
23 C -2.80 -0.30 2.18
24 C -3.35 -0.97 0.98
25 C -4.50 -1.77 0.79
26 C -4.98 -2.13 -0.45
27 C -4.07 -1.92 -1.56
28 C -2.97 -1.13 -1.41
29 C -2.51 -0.73 -0.07
30 H -1.42 2.02 0.12
31 H 2.67 -0.67 -2.77
32 H 4.29 -0.24 -4.59
33 H 6.45 2.36 -1.91
34 H 4.85 1.83 -0.09
35 H 0.28 0.95 2.29
36 H -0.33 1.40 4.63
37 H -2.55 0.04 5.43
38 H -3.92 -0.81 3.95
39 H -5.16 -1.91 1.66
40 H -5.96 -2.57 -0.53
41 H -4.19 -2.34 -2.58
42 H -2.45 -0.89 -2.30

Strongest force on any atom ... 6.4 eV Å⁻¹
2S+1 ... 1
Energy above the lowest of the compared OMol25 structures with the same formula, charge and spin ... 136.8 kJ/mol
HOMO level ... -8.6 eV

=====

Which value of 2S+1 does entry 1 give?
1